# 1
ORCA calculation (wB97M-V/def2-TZVPD) on the molecule C4H7NS2 at a distorted geometry.

Values from the calculation:
spin multiplicity: 1
charge: 0
lowest unoccupied orbital energy: -0.046 eV
HOMO: -8.6 eV
SMILES: S=CN(S)C1CC1

```
14
C4H7NS2, DFT wB97M-V/def2-TZVPD
S 2.377 0.222 0.161
C 1.104 -0.638 -0.494
N -0.183 -0.411 -0.186
S -1.193 -1.823 0.009
C -0.631 0.862 0.496
C -1.931 1.487 0.004
C -0.629 2.172 -0.296
H 1.207 -1.471 -1.294
H -0.285 -2.376 1.242
H -0.408 0.770 1.620
H -2.524 2.051 0.737
H -2.495 1.024 -0.812
H -0.376 3.041 0.153
H -0.265 2.149 -1.320
```

# 2
ORCA calculation (wB97M-V/def2-TZVPD) on a cluster of 2 separate species, C4H7NS2 in total at a distorted geometry.

Values from the calculation:
spin multiplicity: 1
charge: 0
lowest unoccupied orbital energy (alpha / beta): -0.967 / -1.464 eV
HOMO (alpha / beta): -9.0 / -7.9 eV

```
14
C4H7NS2, DFT wB97M-V/def2-TZVPD
C 1.745 0.510 -0.782
C -2.833 -1.009 -1.812
C 0.809 0.345 1.997
C 2.714 0.822 0.150
N 0.798 0.141 -1.351
S -2.328 -0.373 -0.155
S 2.549 0.601 1.838
H -1.981 -0.770 -2.305
H -3.669 -0.418 -2.105
H -2.944 -2.041 -1.447
H 0.602 -0.432 2.789
H 0.386 0.220 0.950
H 0.366 1.334 2.359
H 3.787 1.070 -0.126
```

# 3
ORCA calculation (wB97M-V/def2-TZVPD) on the molecule C4H7NS2 at a distorted geometry.

Values from the calculation:
spin multiplicity: 1
charge: 0
lowest unoccupied orbital energy: -0.080 eV
HOMO: -8.3 eV
SMILES: C/C(N)=C/C(=S)S

```
14
C4H7NS2, DFT wB97M-V/def2-TZVPD
C 0.290 0.174 -1.928
C 0.437 -0.008 -0.416
N 1.680 -0.157 0.031
C -0.658 -0.083 0.363
C -0.665 -0.052 1.819
S 0.612 -0.464 2.829
S -2.321 0.013 2.490
H 0.669 1.156 -2.254
H 0.905 -0.559 -2.449
H -0.765 0.097 -2.258
H 1.777 -0.318 1.002
H 2.530 0.013 -0.454
H -1.602 -0.126 -0.096
H -2.888 0.315 1.320
```

# 4
ORCA calculation (wB97M-V/def2-TZVPD) on the molecule C4H7NS2 at a distorted geometry.

Values from the calculation:
spin multiplicity: 1
charge: 0
lowest unoccupied orbital energy: 0.316 eV
HOMO: -8.1 eV
SMILES: [H]/N=C(\S)[C@H](C)C=S

```
14
C4H7NS2, DFT wB97M-V/def2-TZVPD
H 1.736 0.387 -2.701
N 1.233 0.097 -1.879
C 0.446 0.830 -1.308
S -0.282 2.433 -1.556
C -0.331 -0.040 0.097
C -0.442 -0.029 1.966
C 0.423 -1.306 0.098
S -0.189 -2.831 0.156
H -1.479 2.129 -1.000
H -1.239 -0.092 -0.392
H 0.560 0.442 2.184
H -0.577 -1.044 2.194
H -1.400 0.436 1.970
H 1.542 -1.410 0.170
```

Table of ΔE to the lowest compared entry with this formula, charge and spin (kcal/mol), in record order: 61.73 83.70 4.72 95.72
Table of E (eV), in record order: -27419.169 -27418.216 -27421.641 -27417.695